one | Below is C5H3N3 as an isolated structure, with properties calculated with the ωB97M-V functional and the def2-TZVPD basis.

Output
Kohn-Sham gap   8.39 eV
Lowest unoccupied orbital energy   -0.058 hartree
Highest occupied orbital energy   -9.95 eV

Each line ends with the Löwdin charge.
Geometry (Å):
C 1.073 0.361 -0.889  -0.412
C 0.070 -0.745 -1.480  -0.080
C -0.553 -0.004 0.419  -0.292
C -1.148 -0.038 1.640  -0.123
C -1.610 -0.142 2.732  0.110
H 2.778 1.361 -1.275  0.047
H 0.283 -1.371 -2.438  0.138
H -1.560 -0.278 4.092  0.192
N 2.220 0.545 -1.527  0.153
N -0.998 -0.891 -0.772  0.125
N 0.421 0.874 0.169  0.141

two | Below is one molecule with the formula C5H3N3, with properties calculated with the ωB97M-V functional and the def2-TZVPD basis.

Output
Kohn-Sham gap   8.70 eV
Lowest unoccupied orbital energy   -0.066 hartree
Highest occupied orbital energy   -10.49 eV

Each line ends with the Löwdin charge.
Geometry (Å):
C 0.323 0.974 -0.186  -0.436
C 1.695 -0.696 0.100  -0.078
C 0.227 -1.314 -0.076  0.038
C -0.481 -0.188 -0.290  -0.263
C -1.919 -0.464 -0.014  -0.089
H -1.160 2.218 -0.208  0.128
H 2.871 -1.078 0.421  0.174
H -0.109 -2.383 -0.217  0.134
N -0.026 2.228 -0.004  0.197
N 1.652 0.618 0.215  0.069
N -3.072 0.086 0.260  0.126

two has the most favorable energy; the next structure is 5.4 kcal/mol above.